55
Properties=species:S:1:pos:R:3:nbo_charge:R:1 method="wB97M-V/def2-TZVPD" total_energy_ha=-2284.51349 charge=-2 e_above_lowest_kcal_mol=18.64 e_homo_ev=-0.64 orbital_gap_ev=4.08
C 3.15 -3.99 -0.15 -0.1771
C -2.07 -0.50 3.27 0.1272
C 3.99 3.18 -1.50 -0.3172
Rb -0.21 0.72 -0.28 0.9380
O 0.95 0.27 -2.51 -0.6404
C 2.55 -1.72 -0.41 0.0605
C 2.90 2.24 -1.69 0.4410
C 2.85 1.61 -3.00 -0.2931
C -4.11 0.69 3.64 -0.1822
H 5.50 3.13 -4.54 0.1895
N 1.64 -1.80 0.55 -0.3977
C 1.90 -0.13 -4.63 -0.7113
C 1.84 0.60 -3.29 0.5582
C 0.35 -3.95 3.22 -0.2558
H 1.73 0.56 -5.46 0.2210
C 2.21 -4.08 0.86 -0.2479
H -5.15 0.71 3.95 0.2123
H -2.12 -2.58 5.08 0.2144
C -3.52 1.81 3.09 -0.2077
N -1.48 0.59 2.76 -0.4321
N -0.34 -1.87 2.32 -0.3759
H 3.73 1.50 -4.96 0.1902
C -6.29 3.40 -0.10 0.3664
C 4.80 2.87 -3.76 -0.3498
H -3.82 -1.39 4.12 0.2004
S -4.00 1.28 -2.70 -0.4135
C -1.24 -1.74 3.29 0.2107
H -4.07 2.72 2.92 0.2587
C -2.19 1.70 2.67 0.0727
H 2.87 -0.61 -4.78 0.2063
C -4.49 2.20 -1.35 -0.1903
N -7.66 2.33 -3.02 -0.4877
H 4.05 3.64 -0.52 0.2025
C -6.81 2.49 -2.26 0.3625
C 1.47 -2.95 1.19 0.1643
C -5.82 2.70 -1.25 -0.5606
C 4.88 3.48 -2.48 -0.1878
C -3.37 -0.49 3.74 -0.2438
H 1.11 -0.88 -4.63 0.2318
C 0.44 -2.93 2.28 0.1791
N -6.73 3.96 0.82 -0.5049
H -1.70 2.56 2.22 0.2091
C 3.80 1.96 -3.98 -0.1554
C -1.40 -2.71 4.28 -0.2462
H 5.68 4.19 -2.29 0.1871
C -0.60 -3.83 4.23 -0.1774
H 1.00 -4.81 3.19 0.2037
H 4.07 -2.68 -1.60 0.2175
H 3.74 -4.86 -0.43 0.2038
H 2.65 -0.74 -0.89 0.2301
H -0.69 -4.60 4.99 0.2035
S -3.42 2.50 -0.02 -0.5015
H 2.04 -5.02 1.37 0.2037
O 2.08 2.02 -0.76 -0.7474
C 3.34 -2.79 -0.80 -0.2616